A molecular structure, C19H21N5O2SbV. Source: the Open Molecules 2025 dataset; level of theory: ωB97M-V with the def2-TZVPD basis set.

Values from the calculation:
**Gap between HOMO and LUMO**: 7.947 eV
**Charge**: +2
**Energy above the lowest of the compared OMol25 structures with the same formula, charge and spin**: 0.00 kcal/mol

CARTESIAN COORDINATES (ANGSTROEM)
Sb -2.85064 -0.24313 -1.21816
V 0.22346 0.14934 -0.02029
O 3.91767 1.40757 0.39867
O 1.88396 0.41929 0.53748
N -1.16737 1.54559 0.66661
N 2.23978 2.06464 -0.97597
N 0.10823 -0.97281 -1.77533
N 0.91268 1.82273 -1.37822
N -0.92661 -1.33345 0.91345
C -1.28501 -1.08869 -3.70709
C 2.37892 -1.89820 -1.69092
C -3.15019 2.60374 -0.12871
C -2.94818 3.64188 0.77439
C 0.19528 2.43201 2.50254
C -0.50591 -2.10484 1.93537
C 1.10977 -1.60147 -2.42596
C -1.07374 -0.74347 -2.38515
C 0.93291 -1.98195 -3.75222
C 0.88659 -1.89228 2.44622
C -0.97201 2.52804 1.57120
C -2.63097 -3.22128 1.98488
C -3.05208 -2.41760 0.93030
C 2.79634 1.30257 0.02883
C -1.35369 -3.05895 2.48295
C -1.87090 3.58705 1.63712
C -2.17241 -1.48471 0.41878
C -0.25251 -1.70643 -4.40494
C -2.24215 1.56119 -0.14897
H -4.01039 2.60014 -0.78479
H 1.73753 -2.49403 -4.26158
H 1.01649 -0.87192 2.81197
H -4.04728 -2.52255 0.52014
H 2.80756 2.74382 -1.45837
H 0.09276 1.55197 3.14129
H 1.62243 -2.05528 1.65674
H 1.11165 -2.57350 3.26216
H 0.36279 2.67169 -1.27312
H -3.29574 -3.96280 2.40844
H 3.07876 -2.42899 -2.33039
H 2.87112 -0.99042 -1.34322
H 0.89040 1.56271 -2.36128
H 1.13870 2.34549 1.96516
H -2.24010 -0.90411 -4.18051
H 2.17308 -2.52181 -0.81860
H -0.38716 -1.98937 -5.44115
H -1.71107 4.36412 2.37177
H -0.99677 -3.66804 3.30201
H 0.25313 3.30860 3.14167
H -3.64178 4.47210 0.81512

***

A molecular structure, C19H21N5O5S. Source: the Open Molecules 2025 dataset; level of theory: ωB97M-V with the def2-TZVPD basis set.

Values from the calculation:
**Gap between HOMO and LUMO**: 7.569 eV
**Energy above the lowest of the compared OMol25 structures with the same formula, charge and spin**: 433.36 kcal/mol

CARTESIAN COORDINATES (ANGSTROEM)
S -3.33441 2.03505 -1.00673
O -0.86415 -2.92137 0.86084
O -1.31327 1.73324 1.86331
O 3.09348 -0.42985 1.54576
O 4.90339 0.52082 0.58006
O 2.91183 -1.81685 -1.54846
N -0.93505 0.88977 -1.65675
N -2.09946 -0.52262 -0.06296
N -0.11353 3.09795 0.24711
N 1.02434 -0.51944 -1.53592
N 1.09500 -2.55649 -0.35602
C 2.68904 0.90043 1.04410
C 3.65037 1.27478 0.32748
C -2.43350 3.19821 0.24519
C 1.77871 -3.49305 0.22061
C 2.22016 3.10612 -0.25481
C -3.06933 -1.08896 0.59346
C 4.33543 -0.46321 1.17918
C -4.08259 -1.54289 -0.06381
C -0.21727 -0.18440 -1.32634
C 1.78980 -1.47627 -1.08784
C 1.12459 2.39892 0.27266
C 1.40852 1.22869 0.90960
C -0.80237 -1.09230 -0.36300
C -5.28377 -2.03840 0.94850
C -2.11849 0.57326 -0.67249
C -1.35410 2.53496 0.99586
C -0.30241 -2.02531 0.21955
C 1.77922 0.20296 -2.58051
C 3.45491 2.41230 -0.33537
H -2.52241 -1.80314 1.44979
H -0.04507 3.62712 -0.43522
H 5.01351 -0.79580 1.97770
H 2.31974 -3.83745 -0.31485
H -3.78626 -2.39454 -0.67885
H 1.56213 1.35209 -2.26756
H -4.91494 -2.74114 1.49599
H -3.20714 3.60240 0.98911
H -6.11234 -2.39181 0.18146
H -5.87511 -1.15419 1.50086
H 2.77291 0.16301 -2.52872
H 2.40541 -3.08434 1.29169
H -2.30045 3.84330 -0.39082
H 4.22531 2.90010 -0.80761
H 4.38896 -1.36608 0.62207
H -4.48100 -0.69403 -0.77341
H 1.10497 -4.09469 0.75887
H 0.59678 0.75017 1.89618
H -3.37995 -0.17660 1.37878
H 1.41587 0.30478 -3.68454
H 1.88402 4.05480 -0.86317

***

A molecular structure, C19H21N7O2S2Ta. Source: the Open Molecules 2025 dataset; level of theory: ωB97M-V with the def2-TZVPD basis set.

Values from the calculation:
**Gap between HOMO and LUMO**: 6.072 eV
**Charge**: +3
**Energy above the lowest of the compared OMol25 structures with the same formula, charge and spin**: 5.29 kcal/mol

CARTESIAN COORDINATES (ANGSTROEM)
Ta -0.25906 -1.30083 -0.44370
S 2.13055 -1.09762 -0.55200
S -0.00717 -2.37563 -2.49079
O -0.28205 0.76092 0.63829
O -2.96072 -0.17253 -2.84002
N -2.30250 -3.42105 -1.54687
N -1.95294 -3.65614 -3.79746
N -0.58007 -1.90852 1.65186
N -1.45387 0.13187 -1.10281
N 2.84493 1.38498 0.19015
N 2.64233 1.01963 -2.07544
N -1.76663 -2.89462 -0.40964
C -1.93249 -3.12619 3.19192
C -3.01293 1.88653 -1.47601
C 4.55396 2.94386 -0.62375
C 2.69030 3.76868 0.69208
C 3.36675 2.73484 0.06597
C -2.15877 2.21454 -0.23107
C 3.20549 5.05272 0.60301
C -2.30044 -3.26613 0.71903
C -3.45338 -4.19057 0.80736
C 4.37749 5.28553 -0.10542
C -2.56927 0.51654 -1.96692
C -1.61170 -2.75204 1.91068
C 0.14837 -1.43589 2.67641
C -0.11142 -1.78426 3.98924
C -1.16768 -2.63766 4.25406
C 2.54845 0.61392 -0.82419
C -1.59044 -3.21993 -2.60541
C -1.22110 1.06147 -0.13490
C 5.05217 4.23495 -0.71448
H 0.50943 -1.38930 4.78082
H -1.59724 3.14761 -0.30907
H -1.38452 -3.51657 -4.61708
H -4.00552 -4.20863 -0.12589
H -4.08240 1.86565 -1.27082
H 4.77746 6.28816 -0.16985
H -2.86548 2.60137 -2.28658
H -2.82828 -4.15098 -3.90327
H -4.11269 -3.92231 1.63144
H -2.75459 -3.80304 3.37435
H 1.78192 3.57255 1.25004
H 5.97966 4.41603 -1.24011
H 0.95960 -0.76623 2.43028
H 2.66302 1.03719 1.12071
H -1.39777 -2.92947 5.27082
H -2.74101 2.28363 0.69137
H 2.99146 1.95151 -2.27588
H 2.52476 0.37617 -2.84281
H -3.08311 -5.20551 0.99562
H 2.69614 5.87193 1.09151
H 5.10299 2.10894 -1.04478

***

2 unconnected molecules or ions with the total composition C19H21NO2. Source: the Open Molecules 2025 dataset; level of theory: ωB97M-V with the def2-TZVPD basis set.

Values from the calculation:
**Gap between HOMO and LUMO**: 4.164 eV
**Energy above the lowest of the compared OMol25 structures with the same formula, charge and spin**: 80.28 kcal/mol

CARTESIAN COORDINATES (ANGSTROEM)
O 2.42025 1.95265 1.96659
O -0.38750 3.01770 1.88377
N 1.10704 2.57928 0.14684
C -0.08413 2.92345 0.68789
C 2.41284 -0.91787 -2.62107
C -1.84869 -1.77407 0.90599
C 1.41475 -1.14295 -3.58226
C -0.60549 -0.78965 2.75179
C 0.72607 -0.93136 -0.82436
C 2.08399 -0.83661 -1.28362
C -0.27438 -1.08620 -1.82968
C -2.96188 -1.85687 1.73680
C 2.26949 2.37069 0.81191
C -4.06089 -1.66154 4.00777
C 1.78927 -1.22709 -5.02914
C -2.88482 -1.50342 3.09390
C -1.14135 3.21898 -0.36075
C -1.67464 -0.99720 3.59591
C 0.07947 -1.26022 -3.16371
C 0.47929 -0.80885 0.56881
C 3.50319 2.63957 -0.03296
C -0.65493 -1.13099 1.35752
H -3.90950 -2.45879 4.75053
H -0.68850 -1.48082 -3.91264
H 2.16983 -0.26702 -5.40774
H 4.04686 3.50518 0.37144
H -1.90525 2.42892 -0.36082
H 3.22334 2.84742 -1.06989
H -1.88247 -2.21436 -0.08851
H -0.68759 3.28068 -1.35343
H 2.57628 -1.97236 -5.20623
H -3.92029 -2.21263 1.34284
H 0.31360 -0.32729 3.12162
H 1.31236 -0.40184 1.14139
H 2.86425 -0.69677 -0.52878
H -1.32419 -1.03831 -1.54655
H 0.92923 -1.50026 -5.64576
H -4.96585 -1.90831 3.44663
H 4.18703 1.78410 -0.00020
H 3.45763 -0.82659 -2.93648
H -1.59325 -0.74098 4.65743
H -4.26149 -0.73883 4.56804
H -1.64904 4.16144 -0.13085

***

C19H21NO6 in the gas phase. Source: the Open Molecules 2025 dataset; level of theory: ωB97M-V with the def2-TZVPD basis set.

Values from the calculation:
**Gap between HOMO and LUMO**: 9.070 eV
**SMILES**: CCOC(=O)c1c(C)[nH]c(C)c1C(=O)COC(=O)c1ccc(OC)cc1
**Energy above the lowest of the compared OMol25 structures with the same formula, charge and spin**: 14.69 kcal/mol

CARTESIAN COORDINATES (ANGSTROEM)
O -4.21044 -0.88092 1.76205
O 0.35376 -2.75580 1.41296
O -1.35567 -1.66342 -0.92535
O 0.22495 -0.21686 -1.60334
O -0.68882 -0.80338 1.79825
O 4.92930 1.54897 0.36392
N -2.74939 2.52887 -0.28965
C 3.91723 -0.65268 0.62772
C 0.38674 -1.54919 1.48583
C 6.16822 0.96432 0.03644
C 2.67394 1.38857 0.93820
C 2.77622 -1.37222 0.91951
C -3.39463 1.67843 0.55318
C -0.87703 2.59556 -1.92189
C -1.69373 0.59362 -0.47266
C -0.82650 -0.43962 -1.04454
C -4.53969 2.12616 1.38239
C 1.54168 0.66707 1.23029
C 1.58199 -0.72794 1.22654
C -3.08170 -0.65288 1.37902
C 3.87574 0.73982 0.63356
C -2.75441 0.45368 0.48654
C -0.62859 -2.74508 -1.50712
C -1.72344 1.89688 -0.92437
C -1.04318 -2.96067 -2.95497
C -1.92600 -1.47938 1.92552
H -0.52536 -3.82662 -3.35714
H 0.44224 -2.52719 -1.44312
H -4.83933 1.32446 2.05043
H -5.39086 2.37499 0.74839
H 2.79331 -2.45184 0.91165
H 6.55340 0.35317 0.85870
H 6.09690 0.35457 -0.86935
H -0.35966 3.43617 -1.45973
H -0.86042 -3.61671 -0.89213
H -2.11628 -3.12511 -3.01757
H -2.12664 -1.68630 2.98386
H 0.61544 1.17132 1.45497
H -4.27714 3.00936 1.96503
H -1.48190 2.97689 -2.74495
H -3.00105 3.49488 -0.43082
H -0.13555 1.90253 -2.30697
H -1.87815 -2.44120 1.39902
H 2.66381 2.46707 0.93011
H 6.84788 1.79607 -0.14204
H -0.78437 -2.08688 -3.54855
H 4.82715 -1.18154 0.39218

***

A molecular structure, C19H22AuF6N6O2Sb. Source: the Open Molecules 2025 dataset; level of theory: ωB97M-V with the def2-TZVPD basis set.

Values from the calculation:
**Gap between HOMO and LUMO (alpha / beta)**: 7.149 / 5.730 eV
**Charge**: +1
**Energy above the lowest of the compared OMol25 structures with the same formula, charge and spin**: 12.10 kcal/mol
**2S+1**: 2

CARTESIAN COORDINATES (ANGSTROEM)
Au -0.20848 -0.01423 0.19361
Sb -3.80399 0.15080 -0.00238
F -2.06949 0.14889 -1.01529
F -3.47691 -1.66983 0.28321
F -4.62018 -0.01050 -1.66386
F -3.76049 2.03781 -0.19929
F -2.58638 0.46642 1.46612
F -5.31344 0.21062 1.07659
O 6.26610 0.05675 -4.50838
O 4.40937 0.89676 -5.36531
N -0.87457 4.17512 -1.54189
N 0.16342 -0.69671 2.38656
N -0.09315 2.25174 -0.33974
N 1.95200 -0.30050 0.34679
N 1.30052 4.20882 -0.49602
N -0.70205 4.25609 0.85809
C -0.30026 -0.81584 4.71449
C 2.87338 -0.09532 -3.21278
C 4.24668 0.10874 -3.14874
C 0.67511 4.72765 0.72677
C -0.70791 2.81435 0.91062
C 2.76801 -0.20430 -0.81030
C 0.49943 4.65988 -1.64462
C 2.14056 -0.25004 -2.05397
C 4.96946 0.38908 -4.44020
C -0.70565 -0.81790 3.38068
C 1.04504 -0.70722 5.00788
C 4.87682 0.14328 -1.90936
C 1.95634 -0.62710 3.96155
C -0.88049 2.73155 -1.52350
C 1.47408 -0.61866 2.66512
C -1.48166 4.68676 -0.31100
C 2.38472 -0.52034 1.52425
C 1.30082 2.76496 -0.46015
C 4.14581 -0.01286 -0.74475
H -0.41225 2.34496 -2.42969
H 5.93882 0.33771 -1.82483
H -1.73018 2.45014 0.99834
H -0.12237 2.46976 1.76708
H -1.89717 2.35530 -1.45634
H 4.65658 0.04613 0.20702
H 0.94868 4.29514 -2.56939
H -2.50037 4.30967 -0.22428
H 0.49885 5.74882 -1.66190
H -1.50437 5.77503 -0.34386
H 1.25235 4.40420 1.59536
H 6.57685 -0.43368 -3.73840
H 3.02010 -0.56435 4.15005
H 1.74115 2.37313 -1.37832
H 1.06634 -0.40010 -2.09097
H -1.74498 -0.91500 3.10666
H 1.38483 -0.68808 6.03428
H 1.88093 2.41644 0.39697
H 3.44172 -0.67094 1.73034
H 2.38828 -0.11574 -4.17915
H 0.68352 5.81617 0.69115
H -1.03710 -0.89643 5.50055

***

A molecular structure, C19H22BaN4O. Source: the Open Molecules 2025 dataset; level of theory: ωB97M-V with the def2-TZVPD basis set.

Values from the calculation:
**Gap between HOMO and LUMO**: 8.634 eV
**Charge**: +2
**Energy above the lowest of the compared OMol25 structures with the same formula, charge and spin**: 28.19 kcal/mol

CARTESIAN COORDINATES (ANGSTROEM)
Ba 1.16672 1.50658 -0.58792
O 2.56722 3.83890 -1.00736
N 2.07315 -0.82362 0.67997
N -0.46581 0.31967 -2.59786
N -0.49379 -1.92151 -0.22365
N -0.70847 1.92167 1.49791
C -1.19298 1.06774 -3.43975
C 2.75222 -3.01107 1.33876
C -0.99621 3.20444 1.75824
C 0.36710 -2.65865 0.66648
C 3.32835 -0.41956 0.93467
C -2.52913 -0.77407 -4.11673
C -0.76815 -0.99615 -2.51592
C -2.22474 0.57362 -4.21367
C -2.95283 2.65273 2.97362
C -1.54420 0.97922 2.00169
C -1.09380 -0.69089 0.25855
C -2.09341 3.62152 2.48495
C 4.34024 -1.23373 1.38945
C 4.03601 -2.57266 1.59526
C -1.15277 -0.45836 1.75804
C -2.67028 1.31747 2.72962
C -1.78637 -1.56668 -3.25538
C 0.07342 -1.80940 -1.56760
C 1.78251 -2.12000 0.88914
H -3.31402 0.53619 3.10993
H 2.48421 -4.04969 1.48606
H -1.98963 -2.62477 -3.15730
H -2.08169 -0.54321 -0.18746
H -0.16760 -0.60569 2.20692
H -3.32753 -1.19865 -4.71048
H 0.23205 -2.81614 -1.95733
H 4.79175 -3.26248 1.94743
H 2.83385 4.22112 -1.85432
H -1.84125 -1.14769 2.24532
H 5.32736 -0.83486 1.57222
H -0.52541 0.13880 -0.12437
H -0.30459 3.94625 1.36676
H -3.82813 2.93195 3.54490
H 1.07227 -1.34230 -1.55421
H -2.26086 4.67396 2.66176
H 3.55301 0.63872 0.77857
H -0.93077 2.11895 -3.50646
H -2.76809 1.23155 -4.87677
H 2.87918 4.47738 -0.35265
H 0.46645 -3.67935 0.29065
H -0.11459 -2.75724 1.64033

***

2 unconnected molecules or ions with the total composition C19H22BrN2O8. Source: the Open Molecules 2025 dataset; level of theory: ωB97M-V with the def2-TZVPD basis set.

Values from the calculation:
**Gap between HOMO and LUMO**: 5.061 eV
**Charge**: -1
**Energy above the lowest of the compared OMol25 structures with the same formula, charge and spin**: 0.00 kcal/mol

CARTESIAN COORDINATES (ANGSTROEM)
Br 5.26259 0.70349 1.90099
O 1.90532 -0.26986 -2.22872
O -0.39466 -1.41633 -2.60037
O -2.18855 -0.03554 -2.39933
O 1.97238 1.85758 -2.99076
O -2.10732 0.20360 2.08226
O 3.18771 2.67659 1.19402
O -1.20545 -0.88142 3.82431
O 1.60894 2.64032 -0.32922
N 0.18205 -0.24115 2.08986
N 2.26062 2.09871 0.59440
C 1.35000 0.91574 -2.50724
C 2.44247 0.19341 2.23015
C -0.77688 2.19898 -2.52194
C -0.85186 -0.29857 -2.42622
C 1.85616 0.81632 1.02508
C 2.74137 -1.23595 4.65158
C 3.16929 -0.46428 -2.88115
C 3.70340 0.08252 2.81738
C 1.46450 -1.08698 4.09662
C 1.35550 -0.41193 2.88508
C -3.30823 0.00371 2.94708
C -1.06365 -0.35159 2.72568
C -4.46174 0.79104 2.39387
C -3.01344 -1.07944 -2.94960
C 0.53618 0.41937 0.89862
C -4.46557 -0.65633 -3.00103
C -0.08461 0.94035 -2.26095
C 3.84478 -0.63912 4.01926
C 3.39423 -1.94384 -3.04859
H -4.37342 1.84284 2.69775
H -4.54848 0.73286 1.30407
H 3.09030 -2.24417 -4.05665
H -4.80561 -0.17223 -2.08182
H 2.81983 -2.52557 -2.32461
H -5.06549 -1.55750 -3.16788
H 4.45399 -2.17136 -2.94839
H -0.15961 0.68849 0.13365
H -3.50524 -1.07845 2.97618
H -5.39702 0.41807 2.82954
H 3.14605 0.01552 -3.86863
H -4.65646 0.01789 -3.84449
H -1.14841 2.22671 -3.57024
H -2.67553 -1.29060 -3.97264
H -0.06526 3.02659 -2.35544
H 3.94834 0.02199 -2.27319
H 2.86550 -1.83856 5.55099
H -2.87605 -1.97958 -2.34073
H 4.83422 -0.77686 4.44505
H -3.09612 0.33369 3.97059
H 0.57654 -1.50283 4.55373
H -1.67758 2.28361 -1.88796